Entry 1:
Entry from OMol25: a single C5H7NO molecule (ωB97M-V/def2-TZVPD).

Calculated values
LUMO = 0.64 eV
structure (SMILES) = CC[C@H](C#N)C=O
gap between HOMO and LUMO = 11.2 eV
HOMO energy = -10.54 eV

XYZ file:
```
14
C5H7NO, DFT ωB97M-V/def2-TZVPD
C 0.105 -1.289 -1.318
C 0.671 -0.503 -0.134
C -0.366 0.380 0.604
C 0.267 1.277 1.657
O -0.061 2.409 1.889
C -1.223 1.122 -0.326
N -1.898 1.642 -1.107
H -0.765 -1.890 -1.030
H 0.866 -1.968 -1.717
H -0.204 -0.623 -2.129
H 1.101 -1.193 0.602
H 1.492 0.133 -0.487
H -1.018 -0.244 1.237
H 1.035 0.747 2.259
```

Entry 2:
Entry from OMol25: 7 unconnected molecules or ions with the total composition C35H60Cl2F4N3O7S2 (ωB97M-V/def2-TZVPD).

Calculated values
LUMO = -2.55 eV
net charge = +1
gap between HOMO and LUMO = 7.0 eV
HOMO energy = -9.56 eV

XYZ file:
```
113
C35H60Cl2F4N3O7S2, DFT ωB97M-V/def2-TZVPD
C -1.821 6.860 0.791
C -2.091 6.543 2.238
C -3.518 5.911 2.507
N -3.848 5.610 3.990
C -5.291 4.952 3.863
C -5.804 4.461 5.299
C -4.748 3.548 6.024
C -3.362 4.220 6.018
C -2.831 4.651 4.659
C -4.072 6.925 4.801
H -0.754 6.998 0.620
H -2.447 7.668 0.412
H -2.082 5.969 0.220
H -1.976 7.433 2.857
H -1.420 5.758 2.588
H -3.554 4.912 2.071
H -4.252 6.614 2.113
H -5.094 4.108 3.201
H -5.873 5.709 3.338
H -6.810 4.049 5.216
H -6.117 5.263 5.968
H -4.706 2.584 5.518
H -5.003 3.288 7.051
H -2.629 3.511 6.402
H -3.529 5.024 6.734
H -2.772 3.790 3.992
H -1.788 4.967 4.694
H -4.671 6.789 5.702
H -4.562 7.722 4.242
H -3.046 7.154 5.087
C 9.573 4.174 3.171
C 8.418 3.919 2.108
C 6.944 3.768 2.692
N 5.894 3.409 1.596
C 6.407 2.446 0.455
C 6.704 1.058 1.094
C 5.342 0.522 1.632
C 4.758 1.367 2.780
C 4.665 2.874 2.336
C 5.491 4.732 0.919
H 9.266 4.979 3.839
H 10.445 4.499 2.604
H 9.885 3.289 3.726
H 8.717 2.969 1.664
H 8.430 4.604 1.260
H 6.550 4.675 3.149
H 6.946 2.933 3.393
H 7.280 2.976 0.073
H 5.607 2.360 -0.280
H 7.363 1.053 1.962
H 7.233 0.449 0.360
H 5.413 -0.473 2.071
H 4.730 0.561 0.731
H 5.382 1.183 3.654
H 3.794 1.004 3.137
H 4.277 3.575 3.075
H 3.799 2.840 1.675
H 5.036 5.454 1.597
H 4.841 4.605 0.053
H 6.366 5.315 0.632
N -1.177 0.265 0.227
S -1.280 0.197 -1.193
O -2.436 0.697 -1.873
O -0.452 -0.858 -1.838
F -0.468 1.577 -1.444
S -1.988 -1.173 0.573
O -1.333 -2.456 0.473
O -3.436 -1.075 0.346
F -1.894 -1.129 2.182
C -1.871 -7.733 3.751
Cl -1.037 -8.612 2.400
Cl -2.265 -8.815 5.064
H -1.238 -6.943 4.155
H -2.788 -7.296 3.356
C 8.127 -9.270 -4.963
C 8.167 -7.785 -5.008
O 8.459 -7.218 -3.765
C 7.547 -6.557 -3.014
O 7.916 -5.740 -2.147
O 6.284 -6.849 -3.357
C 5.246 -5.977 -2.974
H 7.809 -9.689 -4.008
H 9.146 -9.593 -5.177
H 7.538 -9.643 -5.800
H 7.237 -7.476 -5.485
H 8.958 -7.445 -5.677
H 5.557 -4.938 -3.074
H 5.070 -6.078 -1.903
H 4.267 -6.006 -3.452
F -12.608 -0.123 -6.797
C -11.439 -0.459 -6.227
C -11.135 -0.233 -4.871
C -9.934 -0.516 -4.210
C -8.981 -1.050 -5.025
C -9.234 -1.431 -6.321
C -10.485 -1.234 -6.897
H -11.957 0.036 -4.224
H -9.765 -0.205 -3.190
H -7.968 -1.164 -4.670
H -8.406 -1.906 -6.826
H -10.671 -1.523 -7.921
F -5.527 -9.354 -5.280
C -4.721 -8.297 -5.343
C -4.459 -7.509 -4.205
C -3.572 -6.474 -4.236
C -2.999 -6.110 -5.402
C -3.157 -6.895 -6.549
C -4.020 -8.026 -6.542
H -4.939 -7.686 -3.254
H -3.356 -5.887 -3.356
H -2.475 -5.169 -5.481
H -2.764 -6.617 -7.516
H -4.180 -8.660 -7.401
```

Entry 3:
Entry from OMol25: a molecular structure, C4H16AsBBaF4N5O9P2 (ωB97M-V/def2-TZVPD).

Calculated values
LUMO = 1.73 eV
net charge = -1
gap between HOMO and LUMO = 8.4 eV
HOMO energy = -6.69 eV

XYZ file:
```
43
C4H16AsBBaF4N5O9P2, DFT ωB97M-V/def2-TZVPD
Ba 1.522 -0.285 0.117
N -1.101 -1.134 -2.525
N -1.239 -2.462 -2.119
C -1.101 -2.918 -0.871
N -1.136 -4.261 -0.718
N -0.937 -1.980 0.064
N -0.822 -2.375 1.354
O -1.348 -3.394 1.779
O -0.200 -1.596 2.074
H -0.114 -0.903 -2.598
H -1.545 -0.528 -1.845
H -1.370 -3.130 -2.859
H -0.544 -4.746 -1.380
H -1.068 -4.576 0.238
O 0.856 3.619 0.312
P 2.264 3.183 0.987
O 2.728 4.212 1.921
O 2.114 1.740 1.438
O 3.233 3.144 -0.343
P 3.047 2.139 -1.579
O 3.815 0.780 -1.022
O 3.739 2.613 -2.784
O 1.590 1.705 -1.578
H 0.743 3.063 -0.483
H 4.609 0.632 -1.545
C -3.092 0.376 1.505
As -1.477 1.403 1.052
C -0.975 1.898 2.870
C -2.369 3.068 0.550
H -3.761 0.975 2.125
H -2.812 -0.521 2.058
H -3.619 0.075 0.599
H -1.831 2.322 3.395
H -0.162 2.620 2.822
H -0.623 1.012 3.398
H -3.103 3.341 1.310
H -2.870 2.954 -0.411
H -1.612 3.846 0.470
F 1.341 -4.221 -2.123
B 2.142 -3.210 -1.572
F 3.474 -3.416 -1.814
F 1.723 -1.944 -2.105
F 1.894 -3.120 -0.164
```

Entry 4:
Entry from OMol25: 2 unconnected molecules or ions with the total composition C7H11FSi (ωB97M-V/def2-TZVPD).

Calculated values
LUMO (alpha / beta) = 0.16 / -0.25 eV
gap between HOMO and LUMO (alpha / beta) = 6.3 / 8.4 eV
HOMO energy (alpha / beta) = -6.18 / -8.63 eV

XYZ file:
```
20
C7H11FSi, DFT ωB97M-V/def2-TZVPD
C -0.480 -2.723 0.430
C 0.797 1.229 -2.153
C 2.142 2.098 1.187
C -0.086 -1.650 1.116
C 0.670 0.092 -1.469
C 1.240 1.181 1.538
C -2.929 0.645 -0.114
F -3.259 1.026 1.157
Si 0.446 -0.032 0.376
H -0.807 -3.626 0.922
H -0.493 -2.742 -0.648
H 0.894 1.237 -3.227
H 0.805 2.191 -1.668
H 2.565 2.791 1.897
H 2.507 2.177 0.176
H -0.118 -1.699 2.198
H 0.648 -0.843 -2.019
H 0.922 1.143 2.574
H -3.006 1.477 -0.798
H -3.412 -0.284 -0.374
```

| no. | E_tot (Ha) |
| --- | --- |
| 1 | -324.68990 |
| 2 | -4176.29777 |
| 3 | -4481.94129 |
| 4 | -662.48120 |